Record 1
Molecular formula: C2H3N2O2S
Method: DFT, wB97M-V/def2-TZVPD

Summary:
⟨S²⟩: 2.022
2S+1: 3
LUMO energy (spin up / spin down) in eV: 3.8333 / 2.9416
Total charge: -1

Cartesian coordinates (Å):
C  0.129  0.394  0.019
C  0.643  -0.716  0.982
N  0.851  1.422  -0.613
N  2.051  1.755  -0.657
O  2.385  2.721  -1.348
O  -0.218  -1.796  0.855
S  2.053  -0.823  1.922
H  -0.777  0.208  -0.410
H  0.186  2.025  -1.139
H  0.113  -2.265  1.614

=====

Record 2
Molecular formula: C4H2ClO2
Method: DFT, wB97M-V/def2-TZVPD

Summary:
2S+1: 1
LUMO energy in eV: 3.8066
Total charge: -1

Cartesian coordinates (Å):
O  -1.913  0.064  -1.391
C  -0.985  -0.094  -0.634
C  0.497  0.958  -0.315
C  0.752  -0.180  0.679
O  1.657  -0.328  1.489
C  -0.406  -0.904  0.316
Cl  -1.042  -2.451  0.902
H  1.165  1.014  -1.165
H  0.276  1.922  0.121

=====

Record 3
Molecular formula: C42H35IrN3O2
Method: DFT, wB97M-V/def2-TZVPD

Summary:
2S+1: 1
LUMO energy in eV: -3.1960
Total charge: +1

Cartesian coordinates (Å):
Ir  -0.279  0.171  0.041
O  -2.292  -0.125  0.101
C  -2.764  -0.486  -1.165
C  -2.347  -1.945  -1.417
C  -0.907  -2.171  -1.796
C  -0.662  -3.227  -2.662
C  0.612  -3.467  -3.126
C  1.614  -2.611  -2.727
C  1.345  -1.562  -1.857
C  2.497  -0.628  -1.584
C  2.627  0.078  -0.226
O  1.551  0.939  -0.058
C  3.926  0.888  -0.287
C  3.876  2.259  -0.504
C  5.048  2.997  -0.603
C  6.280  2.371  -0.490
C  6.335  1.000  -0.275
C  5.165  0.265  -0.175
C  2.683  -0.866  0.979
C  2.691  -0.269  2.241
C  2.680  -1.034  3.393
C  2.649  -2.423  3.309
C  2.658  -3.030  2.063
C  2.684  -2.255  0.904
N  0.095  -1.368  -1.365
C  -2.088  0.407  -2.220
C  -1.492  1.609  -1.808
C  -0.712  2.361  -2.684
C  -0.533  1.936  -3.989
C  -1.168  0.778  -4.419
C  -1.938  0.023  -3.545
C  -4.285  -0.326  -1.182
C  -4.818  0.958  -1.076
C  -6.186  1.161  -1.020
C  -7.055  0.079  -1.073
C  -6.538  -1.202  -1.177
C  -5.164  -1.401  -1.229
H  -2.937  -2.399  -2.214
H  -2.588  -2.499  -0.506
H  -1.493  -3.844  -2.974
H  0.815  -4.288  -3.801
H  2.625  -2.734  -3.090
H  2.433  0.183  -2.317
H  3.413  -1.174  -1.816
H  2.912  2.742  -0.588
H  4.998  4.065  -0.769
H  7.193  2.946  -0.566
H  7.292  0.504  -0.180
H  5.220  -0.803  0.008
H  2.708  0.813  2.299
H  2.697  -0.550  4.363
H  2.643  -3.024  4.210
H  2.659  -4.110  1.984
H  2.710  -2.758  -0.054
H  -1.741  1.990  -0.824
H  -0.262  3.288  -2.350
H  0.075  2.512  -4.674
H  -1.057  0.455  -5.446
H  -2.410  -0.883  -3.907
H  -4.157  1.813  -1.031
H  -6.577  2.167  -0.939
H  -8.125  0.235  -1.036
H  -7.202  -2.055  -1.215
H  -4.800  -2.418  -1.298
N  -0.396  -1.122  1.597
C  -0.603  -0.388  2.846
C  -0.725  -1.011  4.051
C  -0.906  -0.231  5.215
C  -0.940  1.131  5.147
C  -0.810  1.791  3.901
C  -0.797  3.197  3.743
C  -0.621  3.731  2.500
C  -0.482  2.872  1.395
N  -0.528  1.566  1.506
C  -0.662  1.010  2.745
H  -1.233  -1.676  1.410
H  0.426  -1.728  1.683
H  -0.674  -2.090  4.125
H  -1.007  -0.728  6.170
H  -1.060  1.720  6.047
H  -0.905  3.837  4.610
H  -0.585  4.799  2.347
H  -0.324  3.262  0.398

=====

Record 4
Molecular formula: C3H8
Method: DFT, wB97M-V/def2-TZVPD

Summary:
2S+1: 1
LUMO energy in eV: 1.1989
Total charge: 0

Cartesian coordinates (Å):
C  0.695  -0.007  -0.980
C  -0.250  -0.545  -0.005
C  -0.497  0.594  1.037
H  1.060  -0.879  -1.691
H  0.308  0.441  -1.847
H  1.746  0.220  -0.920
H  -1.141  -0.833  -0.330
H  0.182  -1.476  0.664
H  0.394  0.569  1.363
H  -0.823  1.386  0.726
H  -1.409  0.325  1.723

=====

Record 5
Molecular formula: C4H9N3O
Method: DFT, wB97M-V/def2-TZVPD

Summary:
2S+1: 1
LUMO energy (spin up / spin down) in eV: 0.0225 / 0.0231
Total charge: 0

Cartesian coordinates (Å):
C  0.332  -0.994  -0.427
C  -0.274  -1.252  -1.749
C  -0.917  0.709  1.067
C  0.399  0.208  0.457
N  -1.428  1.753  0.394
N  1.349  -0.066  1.525
N  0.911  0.829  -0.719
O  -1.404  0.173  2.051
H  0.575  -1.915  0.104
H  -2.212  2.263  0.767
H  -0.904  2.086  -0.405
H  0.908  -0.342  2.396
H  2.125  -0.662  1.268
H  1.805  1.267  -0.502
H  0.430  -1.793  -2.394
H  -0.579  -0.318  -2.212
H  -1.116  -1.946  -1.620

=====

Record 6
Molecular formula: C3H9NO2S
Method: DFT, wB97M-V/def2-TZVPD

Summary:
2S+1: 1
LUMO energy in eV: 5.9821
Total charge: -2

Cartesian coordinates (Å):
C  -1.254  -0.821  -0.275
C  -2.538  -0.240  0.337
S  -4.072  -1.087  -0.143
N  -0.013  -0.456  0.434
C  0.904  0.491  -0.270
O  1.686  1.178  0.575
H  -1.429  -1.901  -0.323
H  -1.134  -0.462  -1.309
H  -2.573  0.836  0.111
H  -2.434  -0.251  1.433
H  -0.289  0.054  1.269
H  0.262  1.156  -0.916
H  1.467  -0.136  -1.012
H  3.184  0.880  0.420
H  4.054  0.012  -0.469
O  4.178  0.747  0.139

=====

Values for energy above the lowest of the compared OMol25 structures with the same formula, charge and spin, kJ/mol, ordered as above
30.8 34.9 0.0 316.1 315.7 17.0
Values for E, eV, ordered as above
-20028.6817 -20798.2125 -55523.0234 -3237.4766 -10809.1902 -19675.8886